[1]
This record from the OMol25 dataset describes a 17-piece molecular cluster, C88H210O44 overall in a non-equilibrium geometry. The level of theory is ωB97M-V/def2-TZVPD.

CARTESIAN COORDINATES (ANGSTROEM)
O 10.8924 -9.6480 36.8926
O 13.3770 -0.8150 35.9431
O 10.0784 1.9713 42.7931
O 15.6367 -3.8814 40.6438
O 10.0902 -0.6215 32.9252
O 12.7621 -11.5663 35.8072
O 7.4507 2.3777 38.6374
O 13.8190 0.6895 30.1042
O 4.4818 -2.5825 35.0252
O 16.2138 4.3446 42.1887
O 14.3999 0.2778 45.3940
O 14.7359 -14.2810 31.2048
O 16.1632 5.3794 33.4597
O 4.9225 -6.0109 35.5978
O 8.4417 -2.4340 39.3614
O 12.0275 -4.8099 31.6599
O 16.1499 -4.0861 34.7346
O 14.6620 -2.2881 30.8383
O 16.8157 3.0715 37.0947
O 18.1828 -1.9078 35.3026
O 6.8424 -0.3397 38.0005
O 14.7048 3.3641 46.2704
O 15.4753 -0.3794 39.5074
O 10.2485 4.1492 41.3112
O 15.5477 -8.7026 32.5874
O 10.7724 -2.1192 41.4066
O 17.9542 3.0164 34.4533
O 12.1675 2.3042 36.7145
O 13.0721 -2.2563 45.6656
O 10.0271 -4.4124 36.2309
O 7.7560 7.6801 41.9023
O 14.7541 -11.4800 31.8071
O 10.4677 6.7330 35.8580
O 8.9056 -3.1017 33.8555
O 13.3429 -5.4225 41.8082
O 7.0173 3.5432 35.8311
O 13.9331 1.7226 41.1410
O 6.5048 4.4686 42.9100
O 7.8720 -2.3415 29.6438
O 11.1183 -0.3508 37.3074
O 12.2219 -6.5319 37.1730
O 9.8325 -4.4210 29.2736
O 14.1168 2.3442 32.6684
O 12.5503 5.5330 37.9022
C 15.4659 -3.4176 41.9509
C 13.4962 -14.8612 31.1729
C 16.2224 -7.7706 33.3224
C 17.8331 3.1981 38.2041
C 13.4574 -0.1579 31.1806
C 5.2890 -6.9240 36.6390
C 14.4786 -4.4129 40.0189
C 12.9837 -5.4551 32.4433
C 12.5920 5.5934 36.5005
C 9.1897 -2.7994 32.4724
C 15.9760 5.6854 42.5392
C 4.3924 -1.6539 33.9381
C 10.4949 -1.4824 40.1973
C 4.8441 -3.9450 34.7316
C 14.2476 -12.0148 30.5442
C 11.3063 3.2294 41.3238
C 12.7284 -6.5848 42.3632
C 8.0748 -3.1795 28.4955
C 14.7906 1.6480 30.5284
C 9.0950 -1.3442 32.2557
C 10.9780 -1.3589 36.2654
C 10.0154 7.1981 37.0940
C 7.0147 -2.3919 39.3247
C 12.9959 -5.6505 36.3748
C 9.1242 0.9659 43.0039
C 14.3141 2.7671 31.3629
C 4.9011 -4.6357 36.0412
C 15.7259 -1.8814 30.0528
C 12.9932 -2.7416 44.3569
C 17.9803 3.8000 33.3178
C 16.8968 1.9377 36.1835
C 17.1414 -1.8790 34.3873
C 15.9245 -1.0243 38.3637
C 7.6357 8.5286 40.7714
C 15.2332 1.3323 44.8750
C 8.7342 -4.6942 35.6588
C 15.9563 -2.6931 34.9556
C 15.8855 6.7719 33.4938
C 12.3879 -1.8082 36.0690
C 8.9928 -1.2908 40.0716
C 19.2495 -1.1170 34.8935
C 13.6025 3.0249 47.1760
C 15.0398 3.7883 41.5918
C 8.8203 -4.4628 34.1310
C 14.0163 -5.6789 40.5763
C 8.0523 3.8043 36.7299
C 13.4836 2.4011 37.2240
C 11.1838 1.9394 37.6191
C 13.1552 -12.8337 35.4711
C 13.4636 3.3039 33.4903
C 13.7671 5.8618 38.5477
C 14.9487 -13.2443 30.2708
C 11.3549 -7.2840 36.2764
C 10.0200 -4.5663 37.6598
C 12.3657 -11.4692 37.1789
C 13.8887 -10.4630 32.3517
C 15.2553 2.3133 41.2464
C 6.5825 -1.7735 29.6075
C 11.6953 -5.5282 30.5350
C 13.9774 0.3065 41.1871
C 14.6372 2.7357 45.0057
C 13.4413 -1.6269 30.6467
C 6.7259 3.7457 44.0914
C 9.5725 -3.4574 28.2831
C 11.1996 5.5240 35.8759
C 6.9969 2.3260 39.9529
C 6.7140 0.0443 36.5984
C 12.0564 -10.0455 37.5670
C 13.5071 -0.2884 34.6577
C 12.3614 -0.9744 45.7808
C 14.1060 -0.4409 39.8411
C 7.6535 3.6928 38.1770
C 10.2904 0.7756 37.2111
C 6.4622 -1.6810 38.1151
C 17.5648 5.1704 33.5109
C 10.7112 5.3992 41.0421
C 10.6338 1.9340 41.4894
C 10.5101 -8.2850 37.0123
C 17.2215 -4.6614 35.4054
C 10.4688 -3.4673 41.3903
C 7.3135 5.6234 43.0037
C 13.0128 0.2099 45.0209
C 14.7353 -9.6331 33.2934
C 16.7399 2.4429 34.7776
C 7.1338 6.4504 41.6974
C 11.2415 -4.5972 29.4089
C 7.5261 3.6881 34.5268
C 9.8414 0.7372 32.8130
H 6.4643 -1.1886 30.4840
H 16.4996 -3.0834 42.2779
H 4.4299 -6.9664 37.2802
H 15.5024 1.0416 31.1361
H 15.2750 1.9782 29.5819
H 16.8334 -0.5663 37.9464
H 10.5339 2.7492 37.8918
H 16.0163 -2.0785 38.5625
H 14.1319 -0.1062 32.0630
H 13.7260 -1.4746 39.9548
H 15.2317 -0.9912 37.5503
H 14.4089 -11.2444 29.7766
H 14.7549 -0.0098 41.8798
H 8.3233 4.2190 38.8814
H 10.6085 -0.7888 35.4302
H 8.1744 -1.0070 32.6986
H 14.6524 5.2326 38.3795
H 6.0156 2.8568 40.0512
H 7.2837 -0.5994 35.9052
H 15.1867 5.8269 43.2817
H 15.2971 -1.7781 29.0481
H 11.8970 3.2937 40.3760
H 12.4004 -0.7184 46.8479
H 18.8496 -0.0970 34.6781
H 7.3970 7.9570 39.8681
H 15.8398 -2.3687 36.0283
H 15.7315 1.7847 42.0838
H 9.8155 0.9898 36.1582
H 15.1057 3.5549 31.3005
H 11.9830 -3.0185 44.1002
H 16.2167 7.1793 34.4622
H 5.4108 -1.4779 33.4597
H 10.9683 -3.9504 42.2130
H 18.1934 -4.1730 35.1122
H 15.0771 -2.4813 34.3944
H 6.7705 -2.2517 37.2036
H 12.5019 -6.1424 30.1994
H 9.6931 6.4631 37.7721
H 12.5013 0.2011 31.5429
H 5.3835 -1.7156 38.1949
H 14.7139 -2.6061 41.9485
H 13.7447 -5.1107 37.0344
H 15.2410 3.2670 44.2336
H 9.5433 -0.0692 42.9460
H 10.8553 -1.9809 39.3244
H 9.9989 1.1202 31.7919
H 9.3466 -3.6303 41.4069
H 10.2373 -3.0904 32.2097
H 17.8295 1.4178 36.2995
H 16.9227 5.9721 42.9765
H 7.9327 -4.8801 33.6623
H 12.9837 -4.9728 33.4393
H 10.4935 1.2229 33.5161
H 14.8715 -6.3589 40.7235
H 11.6096 -3.5981 29.6426
H 16.1729 -0.8947 30.3696
H 13.7288 1.3762 37.5605
H 6.8006 3.3555 33.7709
H 6.6427 4.2846 45.0247
H 13.3625 3.0949 31.0278
H 16.4295 1.6188 34.0207
H 13.6483 -3.6090 44.2179
H 17.9171 5.5230 34.4848
H 10.7527 -6.5701 35.7291
H 16.1115 1.2384 45.4495
H 8.3400 5.3397 43.2315
H 13.6694 -3.5927 40.0223
H 6.9152 1.2799 40.2476
H 11.3939 1.0823 41.3025
H 16.0305 -13.0527 30.2221
H 12.5011 -6.2912 43.4103
H 10.8446 -6.1897 30.6669
H 5.7701 -2.4296 29.6135
H 7.6655 -2.7236 27.6065
H 9.8644 -3.8564 27.2848
H 14.6869 -13.5552 29.2845
H 13.3043 -12.9409 34.3872
H 10.4844 -8.0406 38.1136
H 15.0960 -4.2000 42.6151
H 10.3137 -2.1444 36.4882
H 17.1576 -4.5125 36.4964
H 9.8763 1.8745 40.6781
H 14.0080 -5.4939 32.0790
H 9.1797 -1.1904 31.2084
H 12.4466 -2.5667 35.3002
H 8.3547 1.0658 42.2397
H 5.4972 -7.8595 36.0969
H 7.5525 5.9798 40.8010
H 14.8541 6.8888 33.2231
H 17.5333 2.5980 39.0441
H 13.1220 -11.9829 37.8150
H 9.5643 -5.5159 37.8792
H 13.3375 -15.4192 30.2727
H 8.4817 4.8269 36.4719
H 12.5303 -2.2220 37.0525
H 6.9625 6.2710 43.8311
H 14.1244 6.8891 38.3997
H 17.2390 -5.6646 35.1072
H 13.1190 -1.5731 29.5936
H 8.8688 3.0313 36.6294
H 6.1373 -6.6258 37.1741
H 7.7116 3.2618 44.0398
H 13.9934 -9.0854 33.9064
H 13.3841 -2.0204 43.6266
H 10.8516 -0.4637 40.2014
H 12.8002 -6.5292 32.4692
H 13.4339 -15.4685 32.0718
H 6.0823 6.6245 41.4625
H 6.7143 -1.8814 40.2876
H 13.1841 -12.1183 30.6253
H 15.4585 1.0115 43.8199
H 11.3149 -1.0253 45.4623
H 13.6939 3.6662 48.0404
H 11.9420 3.3908 42.1793
H 4.0887 -4.3688 34.1228
H 11.8419 -10.0330 38.6093
H 10.7745 -3.9228 40.4375
H 7.7094 2.8486 40.6283
H 9.4699 -8.2885 36.5852
H 17.4878 3.2675 32.5246
H 11.4227 5.7836 41.8284
H 11.0545 -4.6589 37.9137
H 9.6898 -5.0230 33.7089
H 19.7304 -1.4718 33.9589
H 8.8040 0.9449 33.0701
H 16.4526 -2.6439 30.1201
H 11.4517 -12.0937 37.3652
H 3.6841 -2.0205 33.1510
H 18.8093 2.7651 37.9117
H 16.8619 -8.2356 34.0936
H 9.5354 0.6925 37.9960
H 13.6997 2.0739 47.5796
H 14.0473 -13.1195 36.0544
H 11.9463 -7.8796 35.5297
H 8.6396 -0.4385 39.5151
H 13.1097 -10.9396 32.9820
H 7.0358 1.0976 36.6235
H 12.2773 -4.9293 35.9561
H 8.4625 -3.2125 31.7453
H 12.6723 -2.2703 31.1419
H 10.6518 4.7657 36.4234
H 20.0462 -1.0384 35.6796
H 13.3573 -0.0126 39.1750
H 11.3442 5.1737 34.8619
H 15.4879 -7.1467 33.8201
H 18.0715 5.7654 32.7841
H 11.2721 5.4565 40.0715
H 16.8204 -7.2148 32.6146
H 6.6412 -3.4092 39.3208
H 13.3526 -6.1780 39.8429
H 8.4983 3.2463 34.2992
H 12.4854 1.0746 45.4308
H 8.6349 8.9808 40.6874
H 14.1981 4.0187 42.3178
H 6.4818 -1.0122 28.7691
H 13.6174 2.7182 44.6548
H 9.5221 -3.7134 38.1665
H 12.4705 3.4265 33.1003
H 9.9170 6.1093 41.0853
H 11.7967 1.5290 38.4788
H 10.1482 -2.5521 28.5314
H 16.5332 7.2331 32.8067
H 5.8104 -4.0507 34.2255
H 8.7719 1.0738 44.0177
H 13.1217 4.7306 36.1218
H 6.7101 4.1583 38.2665
H 7.9277 -4.0918 36.1395
H 13.5275 -7.3613 42.4395
H 5.7732 -4.2898 36.5927
H 13.0297 -0.1053 41.5401
H 14.9013 4.3791 40.6827
H 5.9118 2.9817 44.1223
H 16.0298 1.3059 36.4637
H 10.8629 7.6483 37.6180
H 13.5372 5.8788 39.5615
H 13.5523 2.8459 34.4881
H 15.7660 2.1439 40.3144
H 11.5516 -5.0073 28.4177
H 12.3146 -13.5693 35.7733
H 15.8678 6.2417 41.5830
H 13.4769 3.0735 38.0904
H 13.4896 -9.8231 31.5838
H 14.8243 -4.5040 38.9727
H 14.0388 4.2274 33.5065
H 12.7035 -14.1154 31.2231
H 13.7155 -6.1258 35.7220
H 7.6407 4.7955 34.3357
H 9.2386 7.9571 36.9551
H 19.0513 3.8228 33.0660
H 12.7910 0.5055 34.4208
H 7.5851 -4.0938 28.7473
H 3.9857 -4.4498 36.6805
H 13.1932 6.4907 36.2035
H 17.3499 -2.1756 33.3343
H 4.0314 -0.7169 34.3779
H 16.8725 -0.8262 34.2656
H 14.2180 2.6847 36.4465
H 12.6812 3.1888 46.6424
H 6.7609 9.1948 40.8172
H 11.9152 -6.8723 41.7366
H 15.9344 3.2104 34.7799
H 5.6511 -0.0583 36.3050
H 12.9097 0.0614 43.9097
H 17.9016 4.2490 38.4906
H 8.6456 -1.2816 41.1136
H 13.4900 -1.1615 34.0395
H 15.3376 -10.2873 33.9886
H 12.8890 -9.3630 37.4016
H 8.4492 -5.7372 35.9040
H 14.5506 0.0799 34.5807

As for the strongest force on any atom: 0.0699 hartree/bohr. The frontier orbital gap comes out at 0.352 Eh. The total energy comes out at -184721.4171 eV.

Here are the Löwdin charges for atoms 1 to 99, given in e:
1. O -0.1421
2. O -0.1874
3. O -0.1583
4. O -0.1946
5. O -0.1769
6. O -0.1977
7. O -0.2005
8. O -0.1374
9. O -0.2133
10. O -0.2142
11. O -0.1507
12. O -0.1566
13. O -0.1998
14. O -0.1991
15. O -0.1882
16. O -0.1841
17. O -0.1835
18. O -0.1894
19. O -0.2082
20. O -0.2031
21. O -0.1914
22. O -0.1614
23. O -0.1569
24. O -0.1687
25. O -0.1864
26. O -0.1768
27. O -0.1161
28. O -0.1831
29. O -0.1645
30. O -0.2395
31. O -0.1995
32. O -0.1315
33. O -0.1678
34. O -0.1172
35. O -0.2360
36. O -0.1630
37. O -0.1461
38. O -0.1790
39. O -0.2110
40. O -0.1474
41. O -0.2143
42. O -0.1618
43. O -0.2158
44. O -0.1957
45. C -0.1058
46. C -0.1323
47. C -0.1458
48. C -0.0264
49. C -0.1758
50. C -0.0824
51. C -0.2186
52. C -0.0983
53. C -0.1960
54. C -0.1523
55. C -0.1134
56. C -0.1013
57. C -0.2035
58. C -0.1946
59. C -0.1970
60. C -0.2232
61. C -0.0829
62. C -0.1655
63. C -0.1954
64. C -0.2302
65. C -0.1159
66. C -0.1161
67. C -0.1673
68. C -0.1094
69. C -0.1035
70. C -0.2318
71. C -0.1985
72. C -0.1068
73. C -0.1205
74. C -0.2155
75. C -0.1844
76. C -0.2151
77. C -0.1068
78. C -0.1011
79. C -0.1342
80. C -0.1605
81. C -0.1499
82. C -0.0826
83. C -0.1821
84. C -0.1463
85. C -0.1162
86. C -0.0505
87. C -0.1836
88. C -0.1960
89. C -0.2142
90. C -0.2232
91. C -0.0744
92. C -0.2074
93. C -0.1491
94. C -0.0720
95. C -0.1097
96. C -0.2225
97. C -0.1812
98. C -0.0708
99. C -0.1899

[2]
This record from the OMol25 dataset describes one molecule with the formula C18H20N2O5 in a non-equilibrium geometry. The level of theory is ωB97M-V/def2-TZVPD.

CARTESIAN COORDINATES (ANGSTROEM)
O -3.7729 0.1922 -0.1173
O -4.0750 -1.3578 -1.7961
O 2.7340 2.0390 -1.5736
O -0.6780 0.6212 2.8551
O 2.0952 1.4615 2.7661
N 0.5388 1.6417 -1.8432
N 2.1129 -0.0379 -2.2578
C -0.1294 -1.0114 1.1444
C 3.0953 -1.6910 -0.7225
C 0.2198 0.0204 2.0048
C -0.8138 -0.0616 -2.9304
C -2.7029 0.2371 -0.9740
C -0.6114 0.8544 -1.9014
C 1.8676 1.2422 -1.8609
C 1.5533 0.4750 2.0008
C 2.4616 -0.1173 1.1293
C -4.6478 -0.7846 -0.6431
C -1.9839 0.1049 2.9391
C 1.3446 2.1418 3.7451
C -1.5862 1.0274 -0.9059
C 2.1048 -1.1402 0.2663
C 0.7916 -1.5812 0.2829
C 3.3504 -0.6659 -1.8433
C -2.8830 -0.7052 -1.9875
C -1.9513 -0.8640 -2.9822
H 0.4717 -2.3783 -0.3731
H -1.1426 -1.3787 1.1316
H -5.6103 -0.3143 -0.9022
H -4.8203 -1.5667 0.1132
H -2.1007 -1.5735 -3.7782
H 2.6992 -2.6117 -1.1565
H -2.4738 0.6908 3.7161
H -1.9808 -0.9500 3.2325
H 2.0435 2.8469 4.1953
H -1.4524 1.7476 -0.1159
H 4.0420 -1.9218 -0.2329
H 0.5070 2.6899 3.3090
H 3.4706 0.2630 1.1439
H -0.0931 -0.1268 -3.7300
H 1.3160 -0.6580 -2.2862
H 0.9694 1.4620 4.5134
H 3.8163 -1.1552 -2.7042
H 4.0037 0.1366 -1.4952
H 0.4343 2.5329 -1.3762
H -2.5338 0.2246 2.0008

The calculation puts the energy above the lowest of the compared OMol25 structures with the same formula, charge and spin at 194.7 kJ/mol. As for the strongest force on any atom: 0.0251 hartree/bohr. The structure (SMILES) is COc1ccc(CCNC(=O)Nc2ccc3c(c2)OCO3)cc1OC. The frontier orbital gap comes out at 0.315 Eh. The total energy comes out at -32207.6358 eV.

What are the Löwdin partial charges on each atom? They are as follows, in elementary charge units:
1. O 0.0162
2. O 0.0344
3. O 0.0614
4. O -0.1188
5. O -0.0616
6. N 0.1412
7. N 0.0710
8. C -0.0240
9. C -0.1241
10. C -0.1947
11. C -0.0379
12. C -0.2079
13. C -0.2490
14. C -0.5569
15. C -0.1824
16. C 0.0486
17. C -0.1561
18. C -0.0702
19. C -0.0752
20. C 0.0635
21. C -0.2467
22. C -0.0492
23. C -0.1655
24. C -0.2061
25. C 0.0172
26. H 0.1140
27. H 0.1049
28. H 0.1413
29. H 0.1408
30. H 0.1202
31. H 0.1106
32. H 0.0985
33. H 0.1005
34. H 0.0936
35. H 0.1322
36. H 0.1172
37. H 0.0926
38. H 0.1374
39. H 0.1168
40. H 0.1003
41. H 0.0951
42. H 0.1156
43. H 0.1165
44. H 0.1499
45. H 0.0747